Record 1
Computed, not measured: the ion C8H14N4 with charge +2, with ωB97M-V/def2-TZVPD.

The calculation puts the molecular weight at 166.2 g mol⁻¹. As for the total charge: +2. The structure (SMILES) is C=[N+]=C=C(N)/N=C\C/C(C)=[NH+]/C. As for the LUMO energy: -8.0 eV. The spin multiplicity is 1. The electronic energy comes out at -531.56558 hartree.

Last column: Mulliken charge in e.
Cartesian coordinates (Å):
C1 1.33575 -3.13465 0.69164  -0.160
N1 1.34972 -1.96072 0.27084  0.032
C2 1.25099 -0.84826 -0.17887  0.164
C3 1.88091 0.35774 -0.44219  0.199
N2 2.33653 0.69518 -1.64290  -0.279
N3 1.95102 1.24668 0.56343  -0.434
C4 1.11976 1.68067 1.39296  -0.147
C5 -0.36995 1.45350 1.41229  -0.838
C6 -0.97522 0.69565 0.28060  0.702
C7 -0.96715 1.28833 -1.06907  -1.511
N4 -1.69658 -0.35332 0.51975  -0.019
C8 -2.46642 -1.06826 -0.46268  -0.923
H1 1.55454 -3.95511 0.02292  0.283
H2 1.15911 -3.34619 1.73593  0.283
H3 2.52138 0.00832 -2.35901  0.254
H4 2.75567 1.60878 -1.75563  0.282
H5 1.51119 2.29633 2.19535  0.494
H6 -0.59330 0.99314 2.38235  0.437
H7 -0.83316 2.45004 1.43297  0.410
H8 -1.98759 1.59988 -1.31947  0.508
H9 -0.69203 0.57059 -1.84211  0.487
H10 -0.32977 2.16493 -1.13302  0.368
H11 -1.78179 -0.69061 1.47639  0.342
H12 -3.29386 -0.44903 -0.82043  0.367
H13 -1.85867 -1.33185 -1.32758  0.347
H14 -2.88108 -1.97178 -0.02446  0.349

Forces on atoms 1 to 3 (eV/Å):
C 0.168 -0.948 0.355
N 0.234 0.317 -0.053
C -0.246 0.181 -0.456

=====

Record 2
Computed, not measured: the ion C8H14N4 with charge +2, with ωB97M-V/def2-TZVPD.

The calculation puts the molecular weight at 166.2 g mol⁻¹. As for the total charge: +2. The structure (SMILES) is C=[N+]=C=C(N)/N=C\C/C(C)=[NH+]/C. As for the LUMO energy: -7.9 eV. The spin multiplicity is 1. The electronic energy comes out at -531.52485 hartree.

Last column: Mulliken charge in e.
Cartesian coordinates (Å):
C1 3.08151 1.46637 2.77273  -0.155
N1 2.54224 1.66259 1.65238  0.033
C2 2.22699 1.38652 0.53278  0.310
C3 1.76055 1.71406 -0.70225  0.246
N2 2.65886 1.87628 -1.66912  -0.395
N3 0.49914 1.86289 -1.03272  -0.340
C4 -0.35533 1.01888 -1.31300  -0.395
C5 -0.21973 -0.53821 -1.26232  -0.601
C6 -1.21088 -1.10770 -0.28665  0.963
C7 -1.28662 -0.34296 1.03757  -1.358
N4 -2.08426 -2.01475 -0.69175  -0.127
C8 -3.09290 -2.52984 0.17177  -0.823
H1 4.18643 1.62759 2.76289  0.266
H2 2.46078 1.20927 3.64722  0.265
H3 3.67197 1.81401 -1.68681  0.225
H4 2.29347 1.99591 -2.62644  0.261
H5 -1.28976 1.56202 -1.53887  0.536
H6 -0.61220 -0.97663 -2.17117  0.404
H7 0.83982 -0.81758 -1.09186  0.322
H8 -0.34540 0.20271 1.35442  0.107
H9 -1.75043 -0.94835 1.80596  0.480
H10 -1.98262 0.52996 0.84657  0.461
H11 -1.92517 -2.58026 -1.52180  0.323
H12 -2.85532 -3.60248 0.29733  0.331
H13 -3.18045 -1.92912 1.03234  0.334
H14 -4.03068 -2.54119 -0.31920  0.330

Forces on atoms 1 to 3 (eV/Å):
C 0.927 0.668 0.788
N 0.358 -1.025 0.772
C -0.996 -0.327 -0.673

=====

Record 3
Computed, not measured: a cluster of 2 separate species, C8H14N4O2 in total, with ωB97M-V/def2-TZVPD.

The calculation puts the molecular weight at 198.2 g mol⁻¹. As for the LUMO energy (spin up / spin down): -0.6 / -0.6 eV. The spin multiplicity is 1. The electronic energy comes out at -682.61586 hartree.

Last column: Mulliken charge in e.
Cartesian coordinates (Å):
C1 -2.87825 2.90136 0.30059  -0.297
C2 -3.32747 1.58860 -0.06741  -0.427
C3 -1.19992 1.57428 0.18035  0.354
C4 2.40642 0.23728 1.68085  -1.183
C5 2.38379 -0.06994 -0.84516  -1.192
C6 -1.96261 -1.75897 -1.26453  -1.137
C7 2.30136 0.91637 0.24542  0.298
C8 -1.92774 -1.43903 0.14866  1.086
N1 -1.54306 2.89600 0.42735  -0.684
N2 0.00594 1.03549 0.20177  0.987
N3 1.08519 1.66252 0.35366  -1.395
N4 -2.30605 0.78438 -0.07056  -0.111
O1 -0.87410 -1.24182 0.68820  -0.706
O2 -3.00983 -1.86865 0.87368  -0.521
H1 -3.54579 3.81114 0.27761  0.340
H2 -4.29423 1.23959 -0.15947  0.486
H3 3.47873 -0.28269 1.66040  0.294
H4 2.27787 0.86246 2.45815  0.472
H5 1.66802 -0.62844 1.77961  0.240
H6 3.49172 -0.18821 -1.20039  0.352
H7 1.76622 0.32114 -1.64865  0.381
H8 2.10724 -1.14558 -0.46053  0.218
H9 -2.98880 -2.27603 -1.54844  0.287
H10 -1.69800 -0.99942 -2.02250  0.288
H11 -1.12825 -2.45926 -1.57771  0.317
H12 3.06515 1.67993 0.08213  0.455
H13 -0.02556 0.04488 0.16026  0.423
H14 -2.92072 -1.42894 1.79827  0.375

Forces on atoms 1 to 3 (eV/Å):
C -0.092 0.332 -0.976
C 1.510 1.702 1.143
C -3.875 2.194 0.539

=====

What is the molecular weight in the second record? 166.2 g mol⁻¹